# C4H7N3

An isolated molecule of C4H7N3 (ωB97M-V with the def2-TZVPD basis set, OMol25).

Bonds (Å) are listed after each position.
Cartesian coordinates (Å):
1 C 0.314 2.258 0.357  C2 1.516, H8 1.094, H9 1.096, H10 1.093
2 C 0.129 0.778 0.628  C1 1.516, N3 1.465, H11 1.094, H12 1.098
3 N 0.690 0.004 -0.482  C2 1.465, C4 1.296, H13 1.011
4 C 0.108 -1.018 -1.026  N3 1.296, C6 1.247
5 N -1.239 -3.248 0.159  N7 1.246, H14 1.043
6 C -0.318 -2.079 -1.524  C4 1.247, N7 1.392
7 N -0.369 -3.223 -0.733  N5 1.246, C6 1.392
8 H -0.268 2.551 -0.522  C1 1.094
9 H 1.370 2.468 0.153  C1 1.096
10 H 0.004 2.860 1.215  C1 1.093
11 H -0.925 0.503 0.732  C2 1.094
12 H 0.633 0.471 1.554  C2 1.098
13 H 1.692 0.059 -0.603  N3 1.011
14 H -1.821 -2.385 0.093  N5 1.043

Properties
F_max in eV/A: 0.57
E in eV: -8727.352
Energy relative to the best compared isomer or geometry (same formula, charge and spin) in kcal/mol: 99.8
Orbital gap in eV: 9.435